1.
Below is a molecular structure, C34H25I2N6O3SV at a distorted geometry, with properties calculated with wB97M-V/def2-TZVPD.

Results
HOMO-LUMO gap (alpha / beta)	5.360 / 5.856	eV
largest force on an atom	2.128	eV/Å
expectation value of S²	0.771
calculated total energy	-3802.34708	Ha
HOMO level (alpha / beta)	-10.19 / -10.19	eV

The geometry in ORCA input format:
```
! RIJCOSX wB97M-V def2-TZVPD def2/J DEFGRID3
* xyz 1 2
V -0.02307 0.18483 0.38319
O 4.05518 -4.95804 2.06145
C 3.11446 -4.64189 2.80051
O 2.67927 -5.07916 3.86994
C 2.44915 -3.30923 2.37810
C 2.84815 -2.66651 1.20863
C 2.17936 -1.54793 0.79659
N 1.15637 -1.00991 1.52258
C 0.83981 -1.55892 2.71301
C 1.45521 -2.71814 3.14123
C -0.11738 -0.83162 3.58217
C -1.01037 -1.51933 4.39393
C -1.83448 -0.78390 5.22919
C -1.73260 0.59844 5.22406
C -0.81392 1.19112 4.36849
N -0.02247 0.49744 3.55555
C 2.53593 -0.76106 -0.40048
C 3.61605 -1.03029 -1.22077
C 3.89625 -0.16216 -2.26052
C 3.09940 0.95725 -2.46042
C 2.02618 1.15511 -1.62373
N 1.75186 0.31692 -0.61227
H 3.66737 -3.11271 0.65913
H 1.20913 -3.18035 4.08887
H -1.05596 -2.59989 4.37118
H -2.53970 -1.28435 5.87941
H -2.34304 1.20758 5.87596
H -0.70091 2.26902 4.33762
H 4.23274 -1.89745 -1.03694
H 4.74217 -0.35278 -2.90742
H 3.30161 1.66184 -3.25366
H 1.35980 1.99718 -1.74180
I -5.50758 -3.54656 -3.64728
C -3.97830 -2.65765 -2.56251
C -3.12333 -3.44938 -1.80915
C -2.10072 -2.84751 -1.08953
I -0.79395 -4.00716 0.04125
C -1.96055 -1.47486 -1.14242
O -0.92015 -0.90328 -0.44576
C -2.80048 -0.66574 -1.89192
C -2.62135 0.83419 -1.90820
N -1.24474 1.21420 -2.20268
C -0.90508 1.10953 -3.61933
C -0.16299 -0.14613 -4.03692
C 0.23214 -0.26147 -5.36775
C 0.88573 -1.40884 -5.77245
C 1.12114 -2.41018 -4.83898
C 0.69774 -2.20120 -3.53993
N 0.07704 -1.08829 -3.13477
C -3.81904 -1.27581 -2.60259
H -3.24306 -4.52293 -1.78017
H -2.89688 1.24610 -0.93247
H -3.32611 1.26343 -2.63006
H -1.08876 2.16568 -1.89483
H -0.30356 1.97970 -3.89289
H -1.80977 1.16826 -4.23973
H 0.01680 0.53266 -6.07239
H 1.19910 -1.52737 -6.80131
H 1.61696 -3.33102 -5.11175
H 0.85579 -2.96009 -2.78123
H -4.48747 -0.66714 -3.19760
S -0.08340 2.51061 0.65677
C -1.63095 2.04179 1.35053
C -2.69079 2.84737 1.73475
C -3.82512 2.22620 2.22906
C -3.89061 0.83635 2.31554
C -2.80205 0.09990 1.90690
N -1.69802 0.70672 1.45603
H -2.61482 3.92190 1.64864
H -4.66980 2.82503 2.54382
H -4.77007 0.33604 2.69283
H -2.78183 -0.98215 1.94801
*
```

2.
Below is a molecular structure, C34H26N5O9PmS3 at a distorted geometry, with properties calculated with wB97M-V/def2-TZVPD.

Results
HOMO-LUMO gap (alpha / beta)	6.867 / 6.872	eV
largest force on an atom	3.511	eV/Å
expectation value of S²	6.004
calculated total energy	-4065.31460	Ha
energy relative to the best compared isomer or geometry (same formula, charge and spin)	0.074	eV
HOMO level (alpha / beta)	-2.93 / -2.93	eV

The geometry in ORCA input format:
```
! RIJCOSX wB97M-V def2-TZVPD def2/J DEFGRID3
* xyz -2 5
Pm 1.42285 0.26323 1.00961
C -1.61131 1.99663 3.92402
C -1.01070 0.84106 3.14362
O 0.21247 1.01073 2.81440
C -1.78378 -0.29807 2.96045
C -1.41063 -1.49103 2.28851
C -2.18264 -2.74187 2.65910
N -0.43910 -1.53149 1.41317
N -0.19122 -2.87918 0.93203
C 1.03973 -2.94016 0.50686
O 1.82642 -1.94640 0.25242
C 1.51975 -4.30490 0.26874
C 2.59610 -4.57321 -0.56215
C 3.15372 -5.81813 -0.71190
C 2.68857 -6.90764 0.03502
C 1.61156 -6.66378 0.87821
C 1.10148 -5.39650 1.04395
H -0.89657 2.75257 4.33311
H -2.21953 1.66775 4.80517
H -2.21968 2.55953 3.24213
H -2.79454 -0.28200 3.34225
H -1.56416 -3.57477 2.75868
H -2.99843 -2.95460 1.96337
H -2.68689 -2.57919 3.62341
H 2.98925 -3.73581 -1.08272
H 4.01398 -5.95354 -1.36059
H 3.10294 -7.90332 -0.03685
H 1.20558 -7.40037 1.52702
H 0.44304 -5.16546 1.86624
O 2.83283 2.79163 0.95207
S 1.68015 3.20567 0.15629
O 1.15152 4.52012 0.50119
O 0.58391 2.26710 0.13310
C 2.28874 3.27763 -1.58054
C 2.29079 4.58590 -2.11852
C 2.82698 4.84350 -3.32767
C 3.27917 3.81922 -4.11016
C 3.30811 2.51580 -3.65935
C 2.81664 2.28625 -2.39475
S 2.77882 0.49607 -1.87959
O 1.36487 0.18317 -1.50491
O 3.27838 -0.22662 -3.06857
O 3.65790 0.41424 -0.71294
H 1.81559 5.40004 -1.56057
H 2.91701 5.87614 -3.73439
H 3.76821 4.07558 -5.07457
H 3.70382 1.70194 -4.26644
O -5.64467 -1.32085 -2.04793
S -4.29729 -0.96060 -1.45847
C -3.22234 -0.47064 -2.81627
C -1.86353 -0.53726 -2.56793
C -0.83532 -0.28234 -3.50816
C -1.24504 -0.03346 -4.81225
C -2.66533 -0.11102 -5.13946
C -3.59477 -0.43077 -4.14756
C -4.46286 0.57347 -0.58047
C -3.29885 1.15009 -0.15572
C -3.39031 2.28325 0.64606
C -4.60405 2.83998 0.96675
C -5.76340 2.27918 0.43381
C -5.69550 1.08430 -0.33104
H -1.48099 -0.75341 -1.59326
H 0.12382 -0.29894 -3.05629
H -0.54499 0.11982 -5.62558
H -2.92217 0.06709 -6.17767
H -4.68223 -0.54925 -4.39629
H -2.34768 0.70081 -0.29600
H -2.47934 2.67586 1.13700
H -4.64479 3.75100 1.56252
H -6.70849 2.53929 0.84844
H -6.56692 0.67684 -0.77936
N 3.11366 0.16406 2.78333
C 3.73490 0.68552 3.64071
C 4.46641 1.23216 4.68692
C 5.50873 0.62080 5.39097
N 6.58161 0.26213 5.71331
C 4.16695 2.51311 5.22258
N 4.00311 3.44630 5.87034
*
```

3.
Below is a molecular structure, C34H27AsBrN2O2Rh at a distorted geometry, with properties calculated with wB97M-V/def2-TZVPD.

Results
HOMO-LUMO gap (alpha / beta)	6.071 / 3.861	eV
largest force on an atom	1.833	eV/Å
expectation value of S²	6.065
calculated total energy	-6491.46639	Ha
energy relative to the best compared isomer or geometry (same formula, charge and spin)	0.026	eV
HOMO level (alpha / beta)	-13.32 / -13.31	eV

The geometry in ORCA input format:
```
! RIJCOSX wB97M-V def2-TZVPD def2/J DEFGRID3
* xyz 2 5
Rh 0.47660 -2.20081 -1.72075
O -3.03533 -0.77337 -1.51835
C -3.75384 -1.44439 -0.58879
C -4.92974 -0.86935 -0.11678
C -5.73194 -1.55606 0.77425
C -5.37745 -2.82474 1.21499
C -4.19507 -3.39362 0.77305
C -3.36835 -2.70943 -0.10926
C -1.99587 -3.30712 -0.44548
O -1.45338 -3.02590 -1.66376
N -1.08254 -2.86258 0.65436
N 0.16769 -2.74242 0.37058
C 1.11839 -2.43265 1.22161
C 2.46341 -2.39541 0.79311
Br 2.78228 -2.96047 -1.05128
C 3.55930 -1.95141 1.48012
C 3.60493 -1.36240 2.79128
C 4.50195 -0.28585 2.94670
C 4.53225 0.42566 4.12701
C 3.71571 0.04604 5.18798
C 2.88084 -1.06529 5.07254
C 2.81590 -1.76076 3.88489
H -2.52807 -1.44499 -1.99713
H -5.20734 0.10713 -0.49264
H -6.66185 -1.11522 1.10728
H -6.01395 -3.36873 1.89838
H -3.91161 -4.37853 1.12905
H -2.07997 -4.40057 -0.31049
H -1.41521 -2.88151 1.62010
H 0.89965 -2.21681 2.26406
H 4.50176 -1.94959 0.94044
H 5.13017 0.00104 2.11193
H 5.20486 1.26543 4.23616
H 3.74720 0.59965 6.11668
H 2.29780 -1.39024 5.92342
H 2.22712 -2.66772 3.82325
C 4.43371 2.56210 -1.57884
C 3.76500 2.39647 -2.78297
C 2.56621 1.69882 -2.82567
C 2.03942 1.17333 -1.65284
C 2.72298 1.30798 -0.44794
C 3.91469 2.01460 -0.41279
As 0.30880 0.27026 -1.66148
C -0.70693 1.20764 -2.99562
C -0.69996 1.01135 -4.36463
C -1.52450 1.79363 -5.16247
C -2.34136 2.75450 -4.58226
C -2.34964 2.94165 -3.20722
C -1.54047 2.15960 -2.39199
C -1.49979 2.20235 -0.92074
C -2.25526 3.04324 -0.11000
C -2.16171 2.94926 1.27097
C -1.31094 2.02568 1.86211
C -0.54552 1.18351 1.06663
C -0.64133 1.27885 -0.30924
H 5.36250 3.11574 -1.55222
H 4.17250 2.81483 -3.69344
H 2.03768 1.58474 -3.76393
H 2.31363 0.88335 0.46345
H 4.42684 2.15661 0.53054
H -0.06484 0.25856 -4.81763
H -1.53461 1.65034 -6.23429
H -2.98251 3.35931 -5.20902
H -2.99092 3.69693 -2.77314
H -2.91844 3.77444 -0.55206
H -2.75996 3.60046 1.89393
H -1.24474 1.96151 2.94008
H 0.12315 0.46136 1.52619
*
```

4.
Below is a molecular structure, C34H27EuNO2S3 at a distorted geometry, with properties calculated with wB97M-V/def2-TZVPD.

Results
HOMO-LUMO gap (alpha / beta)	4.001 / 4.252	eV
largest force on an atom	2.630	eV/Å
expectation value of S²	15.760
calculated total energy	-3422.00897	Ha
HOMO level (alpha / beta)	0.17 / -0.08	eV

The geometry in ORCA input format:
```
! RIJCOSX wB97M-V def2-TZVPD def2/J DEFGRID3
* xyz -2 8
Eu -0.70417 -0.59862 1.06886
O 1.12420 -1.78989 1.35443
C 2.36556 -1.22716 1.63886
C 3.11928 -0.74899 0.40313
C 2.41273 -0.16170 -0.81094
C 3.07028 -0.22199 -2.01532
C 2.57691 0.48598 -3.07764
C 1.39955 1.22313 -2.92886
C 0.70043 1.15311 -1.74975
C -0.62686 1.86313 -1.60327
C -1.98190 1.06798 -1.62269
O -1.97211 0.09333 -0.61123
C -3.11543 2.01150 -1.19940
C -4.40181 1.42273 -1.15520
C -5.43964 2.08570 -0.45491
C -5.29258 3.42635 -0.12734
C -4.08649 4.07360 -0.38001
C -3.00578 3.38343 -0.93242
C -2.31135 0.41199 -2.97672
C -2.87741 -0.84653 -3.01568
C -3.35900 -1.37045 -4.21483
C -3.28313 -0.61141 -5.40582
C -2.64280 0.63971 -5.36419
C -2.06668 1.08962 -4.17007
N 1.24930 0.51508 -0.64300
C 3.21640 -2.34591 2.28838
C 4.42726 -2.00644 2.90843
C 5.37776 -2.95273 3.18754
C 5.12682 -4.31789 3.06239
C 3.90222 -4.70100 2.53525
C 2.97302 -3.70166 2.15651
C 2.08909 -0.00636 2.61390
C 2.32236 1.31607 2.24042
C 1.85194 2.41708 2.97030
C 0.87860 2.22927 3.91253
C 0.56428 0.88483 4.30184
C 1.16878 -0.19705 3.68491
H 3.57812 -1.68216 -0.02355
H 4.00694 -0.13983 0.64274
H 3.92941 -0.89051 -2.12243
H 3.05814 0.54607 -4.03052
H 0.94891 1.79434 -3.78312
H -0.68212 2.68183 -2.38850
H -0.64121 2.42829 -0.60047
H -4.57418 0.45932 -1.58321
H -6.30341 1.50601 -0.07652
H -6.09765 3.98637 0.25565
H -3.95131 5.08416 -0.05860
H -2.08029 3.97759 -1.25925
H -2.93495 -1.42344 -2.10224
H -3.69660 -2.41081 -4.22815
H -3.61172 -1.10950 -6.35421
H -2.48564 1.21437 -6.24251
H -1.46298 2.02765 -4.17511
H 4.68536 -0.96406 3.10282
H 6.34023 -2.55474 3.56637
H 5.84787 -5.09355 3.32893
H 3.64373 -5.77253 2.50413
H 2.02729 -3.99754 1.72095
H 2.98273 1.45209 1.38677
H 2.22479 3.37227 2.70133
H 0.36931 3.09245 4.37993
H -0.10542 0.74630 5.12853
H 0.78991 -1.18969 3.90289
S -3.28005 -3.78938 3.78858
C -2.63298 -2.80760 2.59125
S -2.58472 -1.14504 3.09210
S -2.05712 -3.38658 1.06703
*
```

5.
Below is a molecular structure, C34H27MnN2O2PS2, with properties calculated with wB97M-V/def2-TZVPD.

Results
HOMO-LUMO gap (alpha / beta)	4.630 / 4.465	eV
largest force on an atom	0.498	eV/Å
expectation value of S²	0.927
calculated total energy	-3860.56021	Ha
energy relative to the best compared isomer or geometry (same formula, charge and spin)	0.000	eV
HOMO level (alpha / beta)	0.03 / 0.20	eV

The geometry in ORCA input format:
```
! RIJCOSX wB97M-V def2-TZVPD def2/J DEFGRID3
* xyz -2 2
Mn 0.02471 -0.25772 0.98905
C 5.90399 -1.69843 0.70665
C 5.58184 -1.62103 -0.64317
C 4.31286 -1.20633 -1.02389
C 3.35557 -0.86816 -0.06769
C 3.68106 -0.95713 1.28597
C 4.95625 -1.36562 1.66381
P 1.65015 -0.28824 -0.47844
C 1.35579 -1.18634 -2.06077
C 0.61641 -0.58462 -3.08012
C 0.17267 -1.32111 -4.16778
C 0.44818 -2.68027 -4.25530
C 1.16992 -3.29471 -3.24157
C 1.61772 -2.55431 -2.15606
C 1.90555 1.43593 -1.03764
C 2.84493 1.88407 -1.92740
C 2.88475 3.25518 -2.26951
C 1.98989 4.12428 -1.70496
C 1.01062 3.68459 -0.77917
C 0.08403 4.56963 -0.17643
C -0.81879 4.06447 0.72024
C -0.84882 2.68962 1.04589
C 0.00097 1.75041 0.49001
C 0.95412 2.30817 -0.43978
H 6.89447 -2.02352 1.00824
H 6.31463 -1.88725 -1.39679
H 4.05996 -1.16000 -2.07729
H 2.92001 -0.70417 2.02834
H 5.19920 -1.42612 2.71859
H 0.36130 0.46582 -3.00293
H -0.41233 -0.83359 -4.93885
H 0.08498 -3.25856 -5.09720
H 1.37131 -4.35945 -3.27957
H 2.16579 -3.05456 -1.36572
H 3.56012 1.20036 -2.37134
H 3.62648 3.61288 -2.97542
H 2.02070 5.18002 -1.96172
H 0.10734 5.62585 -0.42777
H -1.52931 4.73440 1.19782
H -1.56703 2.37207 1.79341
C -4.63269 3.00225 4.42427
C -4.33881 2.14055 3.22445
C -4.78767 2.50200 1.95702
C -4.47073 1.73646 0.84365
C -3.70624 0.59086 0.99641
C -3.25225 0.21312 2.25124
C -3.56791 0.99068 3.35434
S -3.29218 -0.37562 -0.44368
O -4.27392 -1.44686 -0.52145
O -3.28060 0.55556 -1.54839
N -1.84789 -0.90238 -0.09249
C -1.51467 -2.22125 0.05649
C -2.10362 -3.39012 -0.45464
C -1.48762 -4.59495 -0.18250
C -0.31700 -4.64764 0.57629
C 0.20374 -3.45091 1.03462
N -0.37796 -2.28727 0.77507
H -5.27777 3.84130 4.15801
H -3.71002 3.40756 4.84551
H -5.12714 2.43188 5.21404
H -5.36618 3.41227 1.83461
H -4.77420 2.04242 -0.14879
H -2.58262 -0.62993 2.37173
H -3.14621 0.71562 4.31473
H -3.00984 -3.32680 -1.03525
H -1.92416 -5.50816 -0.57361
H 0.17601 -5.58307 0.80588
H 1.10039 -3.38970 1.64271
S 0.65775 -0.19432 3.07598
*
```

6.
Below is a molecular structure, C34H27N4O4STeW, with properties calculated with wB97M-V/def2-TZVPD.

Results
HOMO-LUMO gap	5.747	eV
largest force on an atom	0.546	eV/Å
calculated total energy	-2564.99983	Ha
energy relative to the best compared isomer or geometry (same formula, charge and spin)	0.101	eV
HOMO level	-10.15	eV

The geometry in ORCA input format:
```
! RIJCOSX wB97M-V def2-TZVPD def2/J DEFGRID3
* xyz 1 1
W 0.12467 -0.97311 0.06782
O 1.86110 -0.35231 -0.47993
C 3.13646 -0.74421 -0.52469
C 4.06271 0.09142 -1.13633
C 5.38619 -0.30171 -1.21966
C 5.80989 -1.52373 -0.70073
C 4.89180 -2.34822 -0.08782
C 3.54801 -1.96830 0.01521
C 2.62527 -2.86677 0.65694
N 1.37089 -2.68114 0.83495
C 0.58802 -3.75953 1.43564
C -0.37560 -3.10241 2.38919
N -1.02603 -2.02350 1.62174
C -2.24863 -1.76096 1.94803
C -3.14341 -0.92484 1.22137
C -4.34987 -0.46383 1.77549
C -5.24685 0.21104 0.98763
C -4.97770 0.37586 -0.37907
C -3.82792 -0.11681 -0.95398
C -2.87601 -0.75302 -0.14748
O -1.75582 -1.21723 -0.67249
H 3.73017 1.04026 -1.53474
H 6.10227 0.35315 -1.69850
H 6.84652 -1.81860 -0.77698
H 5.20123 -3.30006 0.32708
H 3.05254 -3.80012 1.02462
H 1.24111 -4.47378 1.93837
H 0.04228 -4.26739 0.63658
H 0.14768 -2.67338 3.24485
H -1.12879 -3.80908 2.73385
H -2.64699 -2.27072 2.82455
H -4.55332 -0.63370 2.82611
H -6.16344 0.59958 1.40803
H -5.69431 0.89985 -0.99838
H -3.62485 0.00175 -2.00948
O 0.36444 -2.32552 -1.38303
C 0.80480 -2.20885 -2.63433
C 1.33280 -3.34287 -3.25569
C 1.80365 -3.27758 -4.55097
C 1.75325 -2.08686 -5.27569
C 1.21232 -0.97073 -4.68202
C 0.74284 -1.00331 -3.35879
C 0.14227 0.19281 -2.83514
N -0.15598 0.40961 -1.60728
N -0.81465 1.59594 -1.33534
C -1.06256 1.66409 -0.07880
O -0.67217 0.67318 0.73547
C -1.76196 2.79211 0.53862
C -2.36194 2.63503 1.78260
C -3.04779 3.69495 2.35534
C -3.12020 4.91212 1.69485
C -2.51219 5.07186 0.45394
C -1.83958 4.01346 -0.12885
H 1.35658 -4.27033 -2.69903
H 2.21296 -4.16777 -5.01082
H 2.11889 -2.04741 -6.29158
H 1.14110 -0.03994 -5.23198
H -0.10294 0.99252 -3.52931
H -2.28172 1.68740 2.29715
H -3.52045 3.57203 3.32106
H -3.65125 5.74046 2.14512
H -2.56463 6.02397 -0.05670
H -1.36419 4.12375 -1.09412
Te 1.49492 -0.26607 2.57239
C 1.30721 1.80691 2.46073
C 0.59785 2.64091 3.27518
C 0.71775 4.00811 2.90951
C 1.49798 4.18607 1.80890
S 2.08164 2.69574 1.20330
H 0.02462 2.29069 4.12191
H 0.24796 4.82280 3.44065
H 1.74910 5.11629 1.32497
*
```